Molecular formula: CH15O6
Method: DFT, the ωB97M-V functional and the def2-TZVPD basis

Output
ΔE to the lowest compared entry with this formula, charge and spin = 176.9 kcal per mole
HOMO energy = -14.181 eV

Structure (ORCA input):
```
! wB97M-V def2-TZVPD RIJCOSX def2/J DEFGRID3
* xyz 1 1
O 9.11668 14.16204 -24.35031
H 9.67840 13.81338 -25.04638
H 9.61065 14.30184 -23.53912
H 8.34300 13.61182 -24.20791
O 11.85360 13.28261 -23.33436
H 11.69108 13.15917 -24.27241
H 11.03973 13.45147 -22.85404
H 12.29687 12.53410 -22.92835
C 9.53023 14.37931 -21.67688
O 10.26534 14.16164 -22.86763
H 9.78922 15.34095 -21.23387
H 8.47081 14.54881 -21.86923
H 9.61919 13.61072 -20.90912
O 10.78232 11.88859 -22.11073
H 10.97890 11.46394 -21.27571
H 10.20794 12.61853 -21.87940
O 9.57229 12.82930 -19.13748
H 9.68220 13.12151 -20.04234
H 8.74471 12.34830 -19.13947
O 10.91387 16.27288 -22.78754
H 10.52896 15.40142 -22.88045
H 10.88228 16.45020 -21.84744
*
```